Entry 1:
50
Properties=species:S:1:pos:R:3:mulliken_charge:R:1 method="wB97M-V/def2-TZVPD" homo_lumo_gap_ev=10.10 smiles="C[C@H]1COC(=O)O1.C[C@H]1COC(=O)O1.O.O.O.O.O.O.O.O" e_tot_ha=-1375.02095 charge=0 lumo_ev=-0.48 homo_ha=-0.389
C -0.35 -2.42 1.07 -1.0670
C 0.48 -3.49 1.71 0.5530
C 1.26 -3.03 2.94 -0.2653
O 0.75 -3.82 4.01 -0.3539
C -0.21 -4.64 3.56 0.5698
O -0.84 -5.36 4.24 -0.5071
O -0.38 -4.52 2.20 -0.3847
H -1.15 -2.11 1.75 0.3386
H -0.86 -2.79 0.19 0.3774
H 0.17 -1.49 0.83 0.0428
H 1.17 -3.92 0.98 0.2469
H 1.32 -1.96 3.11 0.1574
H 2.30 -3.32 2.75 0.2753
C 3.06 -0.18 -1.17 -1.6000
C 1.86 0.06 -2.09 1.1252
C 2.18 0.12 -3.59 -0.4045
O 1.14 -0.69 -4.17 -0.3444
C 0.57 -1.44 -3.23 0.5654
O -0.33 -2.21 -3.35 -0.6275
O 1.09 -1.13 -2.02 -0.1909
H 2.78 -0.73 -0.27 0.2291
H 3.55 0.75 -0.86 0.4332
H 3.90 -0.67 -1.67 0.4112
H 1.35 0.92 -1.65 -0.1829
H 3.17 -0.26 -3.86 0.2866
H 1.97 1.13 -3.92 0.2894
O -2.38 -0.92 -1.77 -0.6237
H -1.98 -1.51 -2.44 0.3819
H -1.65 -0.36 -1.47 0.1707
O -0.87 0.96 0.09 0.0690
H -1.68 1.28 0.56 0.1721
H -0.19 0.94 0.77 0.0034
O -0.94 2.06 -2.52 -0.5974
H -0.34 2.73 -2.88 0.2977
H -0.50 1.73 -1.71 0.2279
O 0.88 1.19 2.52 -0.6810
H 0.42 1.26 3.37 0.3108
H 1.81 1.06 2.75 0.2655
O -2.82 2.25 1.39 -0.5314
H -2.50 2.81 2.11 0.2695
H -3.78 2.35 1.40 0.2585
O 0.10 3.75 2.33 -0.7025
H -0.40 4.09 1.56 0.3893
H 0.42 2.84 2.11 0.4048
O -3.64 2.09 -1.75 -0.6670
H -2.67 2.12 -1.77 0.2750
H -3.85 1.16 -1.62 0.3462
O -1.15 4.78 0.03 -0.7062
H -0.51 4.55 -0.64 0.3177
H -1.73 4.00 0.08 0.3762

***

Entry 2:
45
Properties=species:S:1:pos:R:3:mulliken_charge:R:1 method="wB97M-V/def2-TZVPD" e_above_lowest_kcal_mol=0.0 homo_lumo_gap_ev=10.05 smiles=CC(C)O.CC(C)O.CCO.O.O.O.O e_tot_ha=-849.44885 charge=0 lumo_ev=0.18 homo_ha=-0.363
C -18.80 16.48 10.98 -1.1257
C -19.14 17.58 11.97 0.6036
C -19.34 17.08 13.39 -1.1446
O -18.27 18.69 11.90 -0.5033
H -17.93 15.87 11.27 0.0445
H -18.55 16.91 10.01 0.3295
H -19.63 15.78 10.87 0.4060
H -20.10 18.01 11.65 0.2664
H -19.81 17.84 14.01 0.3101
H -18.39 16.79 13.84 0.1668
H -20.01 16.21 13.43 0.3934
H -17.48 18.47 12.42 0.2429
C -12.34 17.09 10.35 -1.1066
C -11.05 17.89 10.39 0.5662
C -10.98 19.00 9.36 -1.3122
O -10.91 18.55 11.66 -0.6050
H -12.51 16.74 9.33 0.4252
H -13.18 17.70 10.66 0.1295
H -12.29 16.19 10.96 0.3409
H -10.18 17.22 10.32 0.2589
H -11.53 19.89 9.65 0.2830
H -11.26 18.73 8.35 0.3541
H -9.92 19.27 9.28 0.3384
H -10.99 17.96 12.41 0.2820
C -15.13 14.43 14.38 -1.0121
C -15.38 14.04 12.93 -0.2912
O -14.74 14.97 12.03 -0.5465
H -14.07 14.51 14.65 0.2794
H -15.59 13.62 14.95 0.3638
H -15.58 15.41 14.54 0.2009
H -16.46 14.08 12.80 0.2045
H -15.01 13.06 12.65 0.4644
H -14.30 14.49 11.32 0.2728
O -13.25 20.21 12.36 -0.5895
H -12.41 19.83 12.06 0.3117
H -13.63 20.61 11.57 0.2983
O -15.20 17.70 12.95 -0.3719
H -15.24 16.77 12.68 0.2462
H -14.32 18.01 12.68 0.2734
O -16.08 20.24 14.09 -0.6187
H -15.82 19.48 13.53 0.2508
H -16.72 19.88 14.71 0.3177
O -13.26 18.75 15.02 -0.5628
H -13.68 17.88 14.97 0.2915
H -12.32 18.57 15.05 0.2732